{"formula": "C6H4BO10PdS2", "method": "wB97M-V/def2-TZVPD", "e_tot_ev": -52594.532, "max_force_ha_per_bohr": 0.010, "gap_ev": 8.934, "homo_ha": -0.2403, "charge": -1, "de_lowest_kj_mol": 36.1, "lumo_ha": 0.0880, "species": ["Pd", "O", "S", "O", "O", "O", "O", "B", "O", "C", "C", "C", "C", "C", "C", "H", "H", "H", "H", "O", "S", "O", "O", "O"], "coordinates": [[1.20852, -1.80017, 0.93467], [-0.66816, -3.57404, 2.86303], [-1.05185, -2.62197, 1.85185], [-2.46098, -2.43579, 1.66460], [-0.33603, -1.25211, 2.05216], [-0.35266, -2.92761, 0.49062], [1.25194, 1.31198, 0.03744], [1.63396, 0.37487, -0.90768], [0.62312, 0.09050, -1.80855], [-0.44599, 0.84271, -1.37046], [-1.71763, 0.90006, -1.88602], [-2.61374, 1.74394, -1.23156], [-2.23409, 2.47882, -0.11463], [-0.94103, 2.40451, 0.40093], [-0.06764, 1.57443, -0.25817], [-2.00468, 0.30401, -2.74060], [-3.63152, 1.81450, -1.59186], [-2.96227, 3.11070, 0.37657], [-0.63874, 2.95171, 1.28249], [4.96801, -1.01407, -0.16214], [3.56979, -1.10564, 0.04750], [3.03063, -0.64209, 1.34048], [2.92964, -2.40988, -0.21576], [2.91139, -0.11938, -1.05491]], "atomic_forces_ev_per_a": [[0.0948, -0.1957, 0.1726], [0.0340, 0.1742, -0.1479], [-0.3336, 0.2314, -0.2931], [0.0617, 0.0465, -0.0385], [0.2311, -0.2020, 0.3142], [0.1984, -0.2860, 0.2743], [-0.0871, 0.0356, -0.0305], [0.0046, 0.0806, -0.0797], [-0.0588, 0.0563, -0.0247], [0.0404, -0.1240, -0.0971], [-0.0181, 0.0151, 0.0135], [-0.0067, -0.0079, -0.0143], [0.0035, 0.0117, 0.0137], [-0.0258, 0.0025, -0.0067], [0.0842, 0.0249, 0.1158], [0.0014, -0.0008, 0.0006], [0.0010, -0.0038, 0.0020], [0.0006, -0.0034, 0.0012], [0.0038, -0.0036, -0.0004], [0.0134, -0.0423, 0.0444], [-0.0775, 0.2272, -0.2198], [-0.2151, 0.0869, -0.0137], [-0.2080, 0.0107, -0.1682], [0.2578, -0.1341, 0.1824]], "mulliken_charge": [0.634, -0.620, 1.406, -0.638, -0.708, -0.742, -0.570, 1.331, -0.539, 0.787, -0.928, -0.471, -0.468, -0.840, 0.700, 0.441, 0.358, 0.365, 0.434, -0.587, 1.451, -0.672, -0.645, -0.479]}